A structure of composition C29H52MgN7O. Source: the Open Molecules 2025 dataset; level of theory: wB97M-V/def2-TZVPD.

Properties
LUMO energy   -0.3088 Eh
Max |F|   3.31 eV/A
Charge   +1
E_tot   -48828.7934 eV

Last column: Löwdin charge in e.
Atoms and positions in Å:
Mg -4.00408 1.48496 0.49524  1.423
C -0.98545 0.49016 1.23683  -0.222
O -2.24342 1.04319 0.97675  -0.475
H -1.05407 -0.59350 1.36248  0.054
H -0.29301 0.65435 0.40208  0.069
H -0.49658 0.92029 2.11353  0.086
C -1.39846 -3.35025 3.47787  -0.091
C -1.45672 -3.34770 5.01584  -0.259
C -0.17275 -3.10528 5.77962  -0.180
C 0.87515 -4.07351 5.39682  -0.224
N 1.66257 -4.85447 5.12212  0.162
H -0.76473 -4.18561 3.17172  0.079
H -0.91253 -2.45329 3.09461  0.055
H -2.42114 -3.44653 3.12423  0.042
H -1.99371 -4.21584 5.40890  0.117
H -2.17694 -2.55854 5.27505  0.107
H -0.27388 -3.06966 6.86197  0.121
H 0.21082 -2.11461 5.50736  0.118
C 1.56290 3.07555 -1.16973  -0.101
C 1.96768 4.17615 -2.15353  -0.233
C 3.46257 4.52968 -1.98030  -0.181
C 3.79356 4.97355 -0.62115  -0.237
N 4.02339 5.33379 0.44329  0.159
H 1.95801 2.07125 -1.32961  0.047
H 0.48352 2.95309 -1.30765  0.048
H 1.80517 3.41127 -0.16242  0.071
H 1.40159 5.08283 -1.93276  0.108
H 1.86525 3.90838 -3.20359  0.098
H 3.81551 5.28802 -2.67749  0.120
H 4.01026 3.60253 -2.17012  0.120
C -1.56645 1.71273 -2.76544  -0.117
C -0.74214 2.13101 -3.96895  -0.232
C -0.60838 1.00496 -4.99769  -0.200
C -1.88827 0.60864 -5.59242  -0.226
N -2.89628 0.29418 -6.04401  0.144
H -1.61835 2.45976 -1.96809  0.047
H -1.16422 0.81262 -2.28516  0.058
H -2.57975 1.44799 -3.08855  0.070
H 0.27764 2.40841 -3.70057  0.081
H -1.19871 3.03155 -4.38317  0.121
H -0.18180 0.10682 -4.54921  0.050
H 0.05187 1.30021 -5.81379  0.124
C 0.63511 -1.31243 -1.83650  -0.100
C 1.79493 -0.32620 -1.98998  -0.245
C 2.74819 -0.71867 -3.12690  -0.161
C 2.01770 -0.91992 -4.38794  -0.210
N 1.36613 -1.07765 -5.31941  0.170
H 0.93809 -2.33408 -1.62022  0.067
H 0.05435 -1.26700 -2.75975  0.065
H -0.01123 -1.01470 -1.00553  0.037
H 2.38025 -0.26165 -1.07335  0.097
H 1.44130 0.67765 -2.23870  0.064
H 3.24879 -1.67504 -2.94797  0.106
H 3.55162 -0.01348 -3.34016  0.124
C -1.95680 6.09918 1.14993  -0.092
C -1.18496 4.85888 0.69387  -0.260
C -0.55418 4.13110 1.87332  -0.202
C 0.36989 4.97278 2.64096  -0.232
N 1.08778 5.60516 3.27612  0.173
H -1.31099 6.73935 1.75071  0.078
H -2.75126 5.76811 1.82772  0.074
H -2.42613 6.66423 0.34888  0.076
H -0.41816 5.07344 -0.05210  0.100
H -1.88621 4.22357 0.13583  0.079
H 0.04987 3.27632 1.55577  0.091
H -1.24604 3.72153 2.61525  0.118
C 1.57165 -2.07858 1.67498  -0.115
C 2.30350 -3.38708 1.90361  -0.255
C 2.99500 -3.99921 0.69078  -0.182
C 3.87364 -3.10084 -0.07088  -0.217
N 4.57096 -2.40737 -0.66532  0.153
H 1.36975 -1.53027 2.59460  0.070
H 0.62811 -2.23232 1.13981  0.028
H 2.11572 -1.39944 1.01009  0.061
H 1.61684 -4.14263 2.28816  0.086
H 3.04904 -3.28551 2.69599  0.112
H 2.23103 -4.35888 -0.00693  0.089
H 3.58869 -4.87091 0.96633  0.126
C -3.78391 -4.36673 1.17371  -0.098
C -3.55801 -3.00328 0.51871  -0.259
C -2.62988 -3.05472 -0.70871  -0.168
C -1.34572 -3.73354 -0.42853  -0.209
N -0.33939 -4.24646 -0.22639  0.204
H -4.43076 -4.29540 2.04684  0.080
H -2.79838 -4.65673 1.54739  0.055
H -4.15496 -5.13273 0.49722  0.088
H -3.06109 -2.37611 1.26143  0.083
H -4.46243 -2.56314 0.08576  0.101
H -2.36891 -2.03431 -0.99696  0.098
H -3.05420 -3.58342 -1.56247  0.130